{"formula": "CH3O3S2", "method": "the ωB97M-V functional and the def2-TZVPD basis", "gap_ev": 7.5847, "mol_weight_g_mol": 127.17, "charge": -1, "symbols": ["C", "O", "O", "O", "S", "S", "H", "H", "H"], "coordinates": [[0.257, 0.857, -0.158], [2.215, -2.770, 0.201], [-0.194, -2.713, -0.052], [1.169, -0.692, 0.653], [-0.485, 0.329, -1.573], [1.232, -1.870, -0.322], [-0.404, 1.073, 0.593], [1.031, 1.574, -0.490], [-0.632, -2.496, -0.859]], "lowdin_charge": [-0.61, -0.49, -0.31, -0.51, 0.34, 0.61, -0.02, 0.02, -0.03]}